Record 1
Below is a cluster of 3 separate species, C14H27NO7S in total, with properties calculated with ωB97M-V with the def2-TZVPD basis set.

Summary:
DFT total energy in eV: -41612.1543
SMILES: [H]/N=C\C[C@@H]1OS(=O)(=O)O[C@@H]1CCCCO.CC(C)=O.CC(C)=O

Structure (ORCA input):
```
! wB97M-V def2-TZVPD RIJCOSX def2/J DEFGRID3
* xyz 0 1
H -2.863 1.342 -3.440
N -3.084 1.016 -2.498
C -2.035 0.744 -1.856
C -0.617 0.835 -2.361
C 0.326 1.512 -1.364
O 1.199 2.377 -2.100
S 2.748 2.220 -1.792
O 3.418 1.635 -2.901
O 3.202 3.462 -1.269
O 2.601 1.156 -0.655
C 1.249 0.638 -0.440
C 1.327 -0.883 -0.601
C 0.700 -1.710 0.530
C -0.820 -1.657 0.673
C -1.392 -0.492 1.466
O -1.031 -0.681 2.832
H -2.166 0.407 -0.827
H -0.268 -0.155 -2.653
H -0.616 1.449 -3.266
H -0.278 2.165 -0.726
H 1.053 0.871 0.607
H 0.938 -1.223 -1.561
H 2.396 -1.107 -0.618
H 0.962 -2.752 0.335
H 1.175 -1.461 1.484
H -1.302 -1.704 -0.310
H -1.133 -2.560 1.207
H -2.483 -0.473 1.355
H -1.018 0.480 1.116
H -1.123 0.157 3.303
C 0.605 -6.219 3.493
C 0.362 -5.886 2.042
C -0.103 -7.016 1.156
O 0.529 -4.769 1.612
H 0.932 -5.329 4.025
H -0.310 -6.602 3.947
H 1.366 -6.997 3.575
H -1.042 -7.425 1.535
H 0.634 -7.821 1.161
H -0.244 -6.656 0.141
C -1.117 6.404 0.290
C -0.834 5.617 -0.969
C 0.607 5.531 -1.403
O -1.720 5.069 -1.584
H -2.182 6.385 0.505
H -0.564 5.978 1.129
H -0.785 7.436 0.167
H 1.204 5.046 -0.629
H 1.019 6.528 -1.566
H 0.680 4.953 -2.320
*
```

Record 2
Below is a structure of composition C49H42BF5N7OS2SeTc in a non-equilibrium geometry, with properties calculated with ωB97M-V with the def2-TZVPD basis set.

Summary:
DFT total energy in eV: -167444.3263
<S²>: 3.788

Structure (ORCA input):
```
! wB97M-V def2-TZVPD RIJCOSX def2/J DEFGRID3
* xyz 1 4
Tc -0.968 0.303 -0.264
C -0.766 4.517 -3.613
C -1.429 3.627 -2.608
C -2.705 3.749 -2.102
C -2.838 2.746 -1.061
N -1.631 2.080 -0.959
N -0.715 2.669 -1.893
B 0.633 1.917 -2.370
N 1.624 1.802 -1.222
N 1.322 1.075 -0.079
C 2.290 1.316 0.876
C 3.230 2.195 0.272
C 2.826 2.482 -1.033
C 3.618 3.141 -2.137
C 2.621 0.726 2.208
C 1.840 0.338 3.323
C 2.444 -0.117 4.510
C 3.826 -0.092 4.650
C 4.615 0.285 3.581
C 4.027 0.642 2.400
N 0.277 0.478 -2.884
N -0.235 -0.508 -1.995
C -0.212 -1.743 -2.652
C 0.378 -1.501 -3.949
C 0.565 -0.119 -4.072
C 0.915 0.615 -5.347
C -0.880 -3.008 -2.325
C -1.292 -3.751 -3.469
C -2.071 -4.926 -3.344
C -2.358 -5.417 -2.059
C -1.886 -4.750 -0.916
C -1.103 -3.577 -1.027
C -4.041 2.513 -0.236
C -4.034 1.942 1.077
C -5.188 1.844 1.827
C -6.382 2.383 1.350
C -6.397 2.979 0.082
C -5.254 3.063 -0.702
H -1.297 5.462 -3.797
H -0.727 4.091 -4.637
H 0.259 4.747 -3.304
H -3.410 4.453 -2.475
H 1.137 2.590 -3.255
H 4.111 2.553 0.739
H 4.554 3.559 -1.663
H 3.015 3.940 -2.610
H 3.862 2.433 -2.940
H 0.756 0.471 3.303
H 1.764 -0.487 5.304
H 4.288 -0.325 5.638
H 5.710 0.265 3.626
H 4.671 0.928 1.539
H 0.577 -2.222 -4.737
H 1.385 -0.083 -6.074
H 1.624 1.472 -5.170
H -0.002 1.029 -5.837
H -1.043 -3.342 -4.441
H -2.433 -5.380 -4.255
H -2.957 -6.323 -1.908
H -2.168 -5.110 0.097
H -0.536 -3.159 -0.172
H -3.058 1.582 1.470
H -5.154 1.265 2.755
H -7.278 2.354 1.958
H -7.318 3.404 -0.317
H -5.278 3.552 -1.674
S -4.742 -1.994 -0.319
C -4.685 -1.190 -1.884
C -3.603 -0.395 -2.002
C -2.673 -0.388 -0.855
C -3.248 -1.172 0.158
C -2.494 -1.376 1.380
C -2.940 -1.980 2.580
C -1.988 -2.183 3.594
C -0.616 -1.934 3.407
C -0.221 -1.411 2.191
N -1.159 -1.016 1.282
H -5.498 -1.360 -2.602
H -3.356 0.193 -2.846
H -3.993 -2.303 2.733
H -2.276 -2.542 4.582
H 0.094 -2.046 4.233
H 0.813 -1.372 1.840
O 2.415 -3.391 0.436
S 3.417 -4.436 0.142
C 5.100 -3.750 0.305
C 5.528 -3.174 -1.084
C 4.932 -4.096 -2.156
C 3.640 -4.734 -1.689
H 5.727 -4.565 0.604
H 5.047 -3.033 1.113
H 6.618 -3.141 -1.193
H 5.191 -2.141 -1.191
H 5.607 -4.898 -2.452
H 4.772 -3.595 -3.133
H 3.592 -5.847 -1.730
H 2.710 -4.378 -2.182
F 0.276 2.998 7.563
C 0.116 2.864 6.240
C 0.994 3.523 5.335
F 1.984 4.345 5.780
C 0.754 3.450 3.964
F 1.611 4.135 3.169
C -0.290 2.713 3.447
Se -0.643 2.731 1.619
C -1.193 2.115 4.367
F -2.282 1.490 3.919
C -0.934 2.102 5.733
F -1.826 1.543 6.602
*
```

Record 3
Below is a cluster of 3 separate species, C5H16N2O2 in total, with properties calculated with ωB97M-V with the def2-TZVPD basis set.

Summary:
DFT total energy in eV: -12519.0834
SMILES: C=NCC[C@@H](C)N.O.O

Structure (ORCA input):
```
! wB97M-V def2-TZVPD RIJCOSX def2/J DEFGRID3
* xyz 0 1
C -0.480 1.868 2.175
N -0.683 0.941 1.357
C -0.321 -0.427 1.686
C 1.016 -0.770 1.041
C 1.088 -0.590 -0.477
C 2.505 -0.820 -0.945
N 0.200 -1.572 -1.103
H 0.004 1.695 3.139
H -0.745 2.888 1.904
H -1.100 -1.083 1.309
H -0.240 -0.533 2.772
H 1.255 -1.821 1.222
H 1.810 -0.168 1.493
H 0.784 0.424 -0.739
H 2.625 -0.606 -2.004
H 2.854 -1.845 -0.811
H 3.212 -0.171 -0.421
H 0.043 -1.385 -2.084
H -0.684 -1.663 -0.622
O -3.127 0.578 -0.354
H -2.785 -0.279 -0.625
H -2.690 0.757 0.491
O -1.384 1.858 -2.978
H -1.041 0.963 -3.069
H -2.119 1.761 -2.359
*
```

Record 4
Below is an isolated molecule of C3H5NO in a non-equilibrium geometry, with properties calculated with ωB97M-V with the def2-TZVPD basis set.

Summary:
DFT total energy in eV: -6726.1881

Structure (ORCA input):
```
! wB97M-V def2-TZVPD RIJCOSX def2/J DEFGRID3
* xyz 0 1
O 2.181 0.271 0.097
C 0.971 0.250 -0.013
C 0.080 1.309 0.411
C -1.067 -0.969 -0.183
N 0.245 -0.901 -0.422
H 0.427 1.701 1.371
H -0.160 2.098 -0.301
H -1.511 -0.558 0.704
H -1.668 -1.605 -0.838
H 0.733 -1.660 -0.893
*
```

Record 5
Below is the ion C8H14N3 with charge +1 in a non-equilibrium geometry, with properties calculated with ωB97M-V with the def2-TZVPD basis set.

Summary:
DFT total energy in eV: -12985.6245
SMILES: CC1=NC=[NH+][C@]2(C)NCC[C@H]12

Structure (ORCA input):
```
! wB97M-V def2-TZVPD RIJCOSX def2/J DEFGRID3
* xyz 1 1
C -2.884 -0.457 -0.250
C -1.547 0.078 -0.405
N -1.527 1.141 -1.119
C -0.387 1.880 -1.142
N 0.630 1.838 -0.230
C 0.908 0.517 0.451
C 1.171 0.827 1.934
N 1.989 -0.122 -0.174
C 1.525 -1.220 -1.024
C 0.215 -1.766 -0.297
C -0.314 -0.435 0.334
H -3.381 0.178 0.563
H -2.889 -1.428 0.067
H -3.483 -0.354 -1.152
H -0.494 2.739 -1.865
H 1.516 2.500 -0.436
H 1.997 0.281 2.366
H 0.330 0.672 2.508
H 1.353 1.887 2.026
H 2.671 -0.492 0.488
H 2.187 -2.001 -1.436
H 1.213 -0.854 -1.991
H -0.525 -2.149 -1.030
H 0.380 -2.578 0.478
H -0.654 -0.682 1.336
*
```

Record 6
Below is a structure of composition C17H14N2O4S in a non-equilibrium geometry, with properties calculated with ωB97M-V with the def2-TZVPD basis set.

Summary:
DFT total energy in eV: -39845.3063

Structure (ORCA input):
```
! wB97M-V def2-TZVPD RIJCOSX def2/J DEFGRID3
* xyz 0 1
C -5.196 -2.078 1.013
H -5.499 -3.034 1.283
H -5.674 -1.644 0.047
H -5.240 -1.367 1.698
O -3.888 -2.549 0.413
C -3.052 -1.493 0.361
C -1.785 -2.023 0.369
C -0.637 -1.054 -0.194
C -0.918 0.296 -0.274
C -2.112 0.763 -0.068
C -3.322 0.175 0.141
O -4.665 0.455 0.009
C -4.937 1.313 -0.747
H -4.739 2.511 -0.061
H -6.042 1.359 -0.912
H -4.522 1.493 -1.475
C -1.953 2.118 -0.036
O -2.811 3.110 0.197
O -0.575 2.669 -0.399
C 0.082 1.442 -0.265
N 1.078 1.465 0.547
C 2.237 1.053 0.610
N 2.765 0.521 -0.568
C 4.008 0.045 -0.341
C 4.808 -0.464 -1.750
C 6.199 -0.977 -1.252
C 6.705 -0.932 -0.006
C 6.014 0.040 0.969
C 4.593 0.208 0.850
S 3.561 0.997 1.866
H 6.432 0.188 1.914
H 7.685 -1.067 0.053
H 6.728 -1.449 -1.989
H 4.330 -0.952 -2.488
H 0.820 1.729 1.555
H 0.680 1.534 -1.307
H 0.408 -1.462 -0.352
H -1.567 -2.939 0.588
*
```